{
  "formula": "C4H8BrNO",
  "method": "wB97M-V/def2-TZVPD",
  "orbital_gap_ev": 9.70,
  "smiles": "[H]/N=C(/C)C(=C)Br.O",
  "lumo_energy_ev": 0.39,
  "e_above_lowest_kcal_mol": 46.9,
  "multiplicity": 1,
  "total_charge": 0,
  "e_tot_ha": -2861.15425,
  "elements": ["C", "C", "C", "C", "N", "O", "Br", "H", "H", "H", "H", "H", "H", "H", "H"],
  "xyz": [[-0.0387, 1.0863, 0.0072], [-1.1171, 1.5464, 0.9734], [0.3395, -1.0916, 1.1711], [0.8099, -0.0637, 0.4569], [-0.0301, 1.5122, -1.1866], [0.2553, -1.5774, -1.7671], [2.6453, 0.3870, 0.1891], [-0.8711, 1.0084, 1.8506], [-1.2968, 2.5955, 0.9217], [-2.0388, 1.0664, 0.6581], [-0.7209, -1.3189, 1.0470], [-0.4658, -2.2540, -1.7196], [1.0311, -1.8376, 1.5383], [0.4860, 0.9435, -1.8868], [1.0122, -2.0026, -2.2531]],
  "forces_ev_per_a": [[-0.67, -0.65, -1.67], [0.50, -1.33, -1.34], [0.93, 0.21, -1.37], [-0.39, 0.60, 1.40], [-0.47, 0.02, -0.52], [0.20, -1.46, -1.00], [-0.06, -0.59, 0.21], [0.02, 0.69, 1.73], [0.19, 0.74, 0.58], [-0.25, -0.05, -0.39], [0.20, 0.18, 0.64], [1.08, 0.79, -0.21], [-0.23, -0.13, 0.12], [0.22, 0.50, 1.10], [-1.28, 0.47, 0.71]],
  "mulliken_charge": [0.64, -1.26, -0.78, 0.16, -0.69, -0.57, -0.10, 0.42, 0.37, 0.30, 0.30, 0.29, 0.32, 0.30, 0.31]
}